1.
{"formula": "C4H3N", "method": "wB97M-V/def2-TZVPD", "e_lumo_ev": 0.46, "e_above_lowest_ev": 3.7428, "energy_ev": -5680.7650, "multiplicity": 1, "species": ["C", "C", "C", "C", "N", "H", "H", "H"], "coordinates": [[-1.437395, 0.114497, 0.476994], [-0.502960, 0.401318, -0.696013], [-1.649890, 1.306288, -0.015246], [0.727476, 0.631428, -0.194429], [1.790218, 0.880217, 0.277498], [-1.635106, -0.598355, 1.231889], [-0.692827, 0.190964, -1.707251], [2.246893, 0.160702, 0.657347]], "forces_ev_per_a": [[-1.204, 2.488, -0.361], [1.614, -0.086, 0.738], [-0.981, -0.618, 1.496], [-0.818, -0.208, -1.338], [-1.805, 3.224, -1.629], [0.131, -0.868, 0.059], [0.296, -0.630, -1.168], [2.767, -3.301, 2.202]]}

***

2.
{"formula": "C3H3Cl9", "method": "wB97M-V/def2-TZVPD", "e_lumo_ev": 0.47, "e_above_lowest_ev": 0.1387, "energy_ev": -115861.1958, "smiles": "ClC(Cl)Cl.ClC(Cl)Cl.ClC(Cl)Cl", "multiplicity": 1, "species": ["Cl", "C", "Cl", "Cl", "H", "Cl", "C", "Cl", "Cl", "H", "Cl", "C", "Cl", "Cl", "H"], "coordinates": [[-4.599146, -1.075901, -3.293647], [-3.248456, -1.029171, -2.140390], [-3.427895, -2.263609, -0.891818], [-3.059429, 0.562889, -1.396074], [-2.321639, -1.251028, -2.653123], [0.607698, 0.357006, 2.851507], [2.336797, 0.244918, 3.257025], [2.929462, 1.720898, 3.989798], [3.241868, -0.147144, 1.821891], [2.372708, -0.547260, 3.994758], [0.017302, -0.696743, -0.846600], [1.056979, 0.712938, -0.984377], [0.268474, 2.073503, -1.783976], [2.499613, 0.312908, -1.941368], [1.325663, 1.025796, 0.016396]], "forces_ev_per_a": [[0.353, 0.055, 0.268], [0.022, 0.068, 0.109], [-0.099, -0.061, 0.006], [-0.352, -0.016, -0.191], [-0.100, 0.050, -0.215], [-0.035, 0.189, -0.018], [-0.716, -0.045, 0.223], [0.010, 0.157, 0.108], [0.329, -0.244, -0.224], [0.410, -0.056, -0.130], [0.033, -0.077, 0.085], [0.185, 0.109, -0.529], [-0.291, 0.029, 0.152], [0.055, -0.086, 0.397], [0.196, -0.074, -0.041]]}

***

3.
{"formula": "C34H60AlB2BrCl6F2ILiN3O21S", "method": "wB97M-V/def2-TZVPD", "e_lumo_ev": -3.29, "energy_ev": -261388.5425, "charge": -1, "multiplicity": 1, "species": ["C", "C", "F", "C", "C", "C", "N", "C", "B", "O", "O", "C", "O", "C", "C", "C", "Cl", "C", "I", "C", "C", "C", "O", "O", "N", "B", "O", "O", "C", "C", "C", "C", "C", "N", "C", "C", "C", "Cl", "H", "H", "H", "H", "H", "H", "H", "H", "H", "H", "H", "H", "H", "H", "H", "H", "H", "H", "H", "H", "H", "H", "H", "H", "H", "H", "H", "H", "H", "H", "H", "H", "H", "H", "H", "H", "H", "H", "H", "H", "H", "H", "H", "H", "F", "C", "C", "O", "C", "C", "H", "H", "H", "H", "H", "H", "H", "H", "H", "H", "Al", "C", "O", "O", "O", "H", "O", "S", "O", "O", "O", "C", "Cl", "Cl", "Cl", "H", "Li", "Br", "C", "C", "C", "O", "C", "C", "C", "O", "H", "H", "H", "H", "O", "Cl", "O", "O", "O"], "coordinates": [[2.564949, -0.905072, 3.190959], [3.416970, -0.564473, 1.986394], [4.764541, -0.698754, 2.441131], [3.239327, -1.511851, 0.809929], [2.577386, -0.917046, -0.444074], [2.304487, -2.211349, -1.249534], [1.263075, -0.352072, -0.102314], [0.121460, -1.139044, 0.400646], [0.064002, -2.575668, 1.128055], [0.172158, -2.700043, 2.457332], [-0.199451, -3.773240, 0.446224], [0.933901, 1.034397, -0.238717], [1.247025, 1.682106, 1.017885], [-0.567549, 1.366923, -0.470182], [-1.386200, 1.740572, 0.751482], [-1.463686, 3.207097, 1.151821], [-2.632670, 4.191498, 0.208949], [1.699694, 1.719192, -1.369501], [1.627151, 3.919963, -1.132546], [1.117036, 1.488034, -2.747815], [1.725353, 2.299666, -3.907804], [1.495705, 1.605849, -5.233102], [2.176317, 1.879565, -6.174598], [0.454650, 0.717543, -5.320663], [3.185600, 1.468628, -1.276674], [4.000432, 2.440133, -0.380917], [3.922396, 2.501171, 0.965830], [4.984941, 3.173947, -1.020440], [3.599058, -0.016681, -1.260984], [3.698930, -0.433319, -2.748846], [4.649150, 0.369104, -3.673097], [5.192806, -0.491760, -4.833319], [5.051917, 0.181917, -6.223893], [6.123323, 1.110323, -6.510798], [5.039779, -0.093605, -0.716697], [5.884386, -1.372713, -0.973744], [6.650414, -1.766813, 0.300796], [7.207570, -1.063438, -2.172960], [3.129876, -0.562606, 4.057124], [1.617040, -0.368251, 3.198389], [2.443713, -1.980750, 3.285208], [3.297600, 0.495811, 1.781984], [4.183850, -1.990318, 0.609056], [2.685083, -2.393189, 1.202445], [1.806099, -2.945454, -0.627726], [1.684557, -2.042019, -2.125677], [3.224776, -2.726331, -1.489579], [-0.302883, -0.565019, 1.226732], [-0.610617, -1.239158, -0.369454], [-0.084753, -3.597372, 2.708100], [-0.589166, -3.625039, -0.446671], [1.274920, 1.007506, 1.702904], [-0.700393, 2.241593, -1.097893], [-1.108475, 0.616338, -1.031562], [-1.193949, 1.115052, 1.615803], [-2.397050, 1.480769, 0.398434], [-0.494433, 3.676353, 1.216411], [-1.858459, 3.218945, 2.170463], [0.081879, 1.802279, -2.793307], [1.013609, 0.436617, -2.986961], [2.771793, 2.558022, -3.806470], [1.195085, 3.238307, -4.022271], [0.768843, -0.190445, -5.357038], [3.515244, 1.816522, -2.186450], [4.810817, 2.578878, 1.328295], [5.846498, 2.761010, -0.896318], [2.737454, -0.492725, -3.241265], [4.086211, -1.433714, -2.854047], [5.497577, 0.848401, -3.195442], [4.095525, 1.159803, -4.173786], [4.719105, -1.473364, -4.844248], [6.256549, -0.665340, -4.721357], [5.119735, -0.629600, -6.939741], [4.092330, 0.678836, -6.287455], [7.003558, 0.642535, -6.652614], [6.207841, 1.841070, -5.821780], [5.106617, 0.042403, 0.353476], [5.690648, 0.646807, -1.171244], [5.315014, -2.235312, -1.285440], [6.889696, -0.885688, 0.883819], [7.602630, -2.208473, 0.044632], [6.092793, -2.470098, 0.904183], [2.673336, -3.795348, 1.988643], [-6.302767, -1.651188, 0.673660], [-5.091728, -1.136213, 1.423408], [-5.284321, 0.165456, 1.998630], [-6.301127, 0.296995, 2.976177], [-6.073191, -0.553899, 4.211147], [-6.651132, -0.912165, -0.048083], [-6.050262, -2.567908, 0.143260], [-7.133189, -1.872338, 1.351174], [-4.259400, -1.032608, 0.726339], [-4.769653, -1.842855, 2.193363], [-7.280950, 0.092997, 2.532762], [-6.301662, 1.352179, 3.262593], [-6.175894, -1.618078, 3.991575], [-6.805193, -0.297946, 4.975746], [-5.072873, -0.399752, 4.615942], [-4.161491, 2.257944, 1.472278], [-4.680874, 7.334672, 1.929293], [-4.963621, 6.136246, 1.647547], [-3.610960, 7.849883, 1.143217], [-5.173820, 8.093501, 2.755813], [-3.450007, 7.058280, 0.615227], [-5.745515, -0.847560, -1.292433], [-4.672868, -0.535117, -2.223034], [-3.746010, -1.773443, -2.333149], [-3.848775, 0.586341, -1.781950], [-5.111219, -0.434081, -3.603905], [-9.911916, -0.019182, 6.836973], [-10.024773, -1.319412, 8.011109], [-8.566955, 1.034572, 7.163327], [-9.752485, -0.711028, 5.176762], [-10.824863, 0.560816, 6.872366], [-12.149011, -1.525537, 4.732492], [-2.260225, -2.965144, -1.207241], [-3.353958, -4.424557, 4.214589], [-4.188124, -3.963118, 5.140031], [-3.707788, -3.593057, 6.493806], [-4.477101, -3.171038, 7.334860], [-2.260091, -3.756941, 6.776804], [-1.420312, -4.219169, 5.852196], [-1.902046, -4.588791, 4.496591], [-1.156365, -5.002138, 3.640606], [-3.681454, -4.700119, 3.219354], [-5.247793, -3.835728, 4.953752], [-1.931805, -3.479310, 7.770130], [-0.360618, -4.344504, 6.035562], [3.247914, 4.897108, -9.993590], [2.957335, 4.072203, -8.840107], [3.439000, 4.736610, -7.644265], [3.618283, 2.795733, -8.981355], [1.529534, 3.873491, -8.735898]], "forces_ev_per_a": [[0.582, 0.059, 0.384], [0.053, -0.376, 0.554], [0.251, 0.269, -0.093], [-0.621, 0.999, 0.587], [0.371, -2.097, 0.333], [-0.203, -0.035, -0.018], [-0.387, 0.684, -0.960], [0.602, -0.414, 0.944], [1.438, -0.938, -0.655], [-0.948, 0.641, 0.387], [-0.686, 0.553, -0.523], [-0.483, 0.129, 1.275], [0.319, 0.911, -0.343], [-0.346, 0.201, -0.284], [-0.722, -0.171, -0.666], [0.189, -0.458, 0.967], [0.505, -0.254, -0.242], [0.091, 0.948, 0.362], [-0.027, -0.136, 0.269], [-0.268, 0.339, -0.648], [-0.781, -0.798, 0.124], [1.266, 0.317, -1.109], [-0.192, -0.362, 0.279], [-0.392, 0.123, 0.828], [-0.236, 0.272, -0.561], [0.524, 0.953, 0.804], [-0.245, -1.078, -0.118], [-0.145, -0.799, -0.485], [-0.069, -0.431, -0.756], [0.709, 0.268, -0.633], [-0.249, 0.184, -0.594], [-0.166, 0.269, -0.447], [0.591, -0.554, 0.900], [-0.259, 0.187, -0.308], [0.668, -0.366, 0.073], [0.556, -0.113, 1.126], [0.120, 0.040, -0.171], [-0.319, 0.034, -0.384], [-0.085, 0.222, 0.193], [-0.278, -0.186, -0.108], [-0.280, -0.137, -0.207], [0.131, 0.029, -0.399], [0.155, 0.036, -0.234], [-0.074, -0.091, -0.111], [-0.211, 0.145, 0.257], [0.083, 0.015, -0.290], [0.213, 0.020, -0.350], [-0.260, 0.214, -0.123], [-0.545, 0.270, -0.483], [0.567, -0.198, 0.103], [1.530, -0.373, 0.796], [0.125, -0.226, -0.115], [0.426, 0.213, -0.203], [0.128, -0.418, -0.069], [0.124, 0.078, 0.231], [-0.043, -0.341, 0.063], [0.153, 0.307, -0.328], [-0.005, 0.278, 0.123], [-0.189, -0.015, 0.597], [0.444, -0.319, 0.135], [0.178, 0.000, -0.245], [-0.031, 0.308, 0.186], [0.088, -0.068, -0.421], [0.146, -0.229, -0.053], [-0.035, 0.498, 0.284], [0.249, 0.329, -0.166], [-0.253, 0.113, 0.062], [-0.034, -0.370, 0.624], [-0.035, -0.009, 0.415], [-0.070, 0.286, 0.091], [-0.225, -0.111, 0.031], [0.153, -0.203, 0.293], [-0.242, 0.053, -0.442], [-0.134, 0.105, -0.393], [0.150, 0.010, 0.155], [0.061, 0.139, -0.024], [-0.409, 0.243, 0.202], [-0.343, 0.523, -0.134], [-0.100, -0.010, -0.495], [-0.083, 0.150, 0.237], [0.087, -0.339, -0.140], [-0.167, 0.020, 0.251], [-0.119, -0.283, 0.066], [-1.269, -0.229, 2.080], [-0.136, -0.561, -0.428], [0.228, 0.286, 0.055], [-0.132, 0.040, 0.104], [0.091, -0.238, -0.137], [-0.467, -0.511, 1.345], [-0.038, 0.108, 0.007], [0.019, -0.351, 0.557], [-0.030, 0.202, 0.015], [0.021, 0.094, 0.191], [0.038, -0.066, -0.059], [0.049, 0.050, -0.055], [-0.041, 0.005, -0.016], [0.022, 0.052, 0.079], [-0.010, 0.081, 0.042], [-0.828, 0.148, 0.014], [-0.122, -0.212, 0.072], [0.109, -0.167, -0.019], [-0.351, -0.358, 0.208], [0.068, 0.176, 0.038], [0.293, 0.216, -0.231], [1.575, 0.755, -3.084], [-0.575, 2.905, 0.578], [2.425, -3.588, -0.876], [0.020, -0.164, 0.445], [0.489, -0.616, 0.252], [0.275, 0.147, 0.455], [-0.115, -0.051, -0.083], [-0.033, -0.033, -0.103], [-0.522, -0.120, -0.244], [-0.019, 0.017, -0.109], [0.484, 0.084, 0.005], [-3.450, 2.199, -1.200], [-0.036, -0.020, -0.021], [-0.012, 0.005, -0.011], [-0.041, 0.035, 0.042], [0.034, -0.012, -0.033], [0.025, -0.033, -0.060], [-0.017, 0.025, 0.053], [-0.189, 0.072, 0.021], [0.075, -0.091, 0.003], [0.064, -0.002, -0.010], [0.012, 0.010, 0.045], [-0.029, 0.015, 0.009], [0.010, 0.005, -0.053], [-0.015, 0.001, 0.010], [0.108, 0.026, 0.028], [-0.015, -0.014, 0.022], [-0.009, -0.006, -0.013], [-0.069, 0.006, 0.014]]}

***

4.
{"formula": "C3H7NO2", "method": "wB97M-V/def2-TZVPD", "e_lumo_ev": 0.50, "e_above_lowest_ev": 4.3708, "energy_ev": -8806.1581, "smiles": "N=C=CO.CO", "multiplicity": 1, "species": ["N", "C", "C", "O", "H", "H", "H", "C", "O", "H", "H", "H", "H"], "coordinates": [[1.319690, 0.591331, -1.107738], [1.194603, 0.336109, 0.073919], [1.223071, -0.420069, 1.181106], [2.386197, -1.029521, 1.637060], [1.122186, 1.497292, -1.520098], [0.630953, -0.072085, 2.019637], [2.808250, -1.502944, 0.913242], [-2.016528, 0.261552, -0.769082], [-1.392306, -0.001609, 0.458374], [-2.853279, -0.411553, -0.984569], [-1.333306, 0.232436, -1.626518], [-2.426431, 1.274320, -0.712669], [-0.663100, -0.755260, 0.437338]], "forces_ev_per_a": [[-1.652, -0.141, -0.458], [1.104, -0.358, -0.367], [0.449, 0.678, 1.002], [0.191, 0.210, -0.165], [0.979, 0.192, 0.306], [-0.588, -0.566, -0.254], [-0.041, 0.031, -0.041], [-0.155, 0.121, -0.519], [1.905, -1.914, 0.497], [0.087, -0.112, 0.110], [0.056, -0.055, 0.143], [0.038, -0.082, 0.047], [-2.372, 1.996, -0.300]]}

***

5.
{"formula": "C3H5NO2", "method": "wB97M-V/def2-TZVPD", "e_lumo_ev": -0.54, "e_above_lowest_ev": 4.6751, "energy_ev": -8773.0196, "multiplicity": 1, "species": ["C", "N", "C", "O", "C", "O", "H", "H", "H", "H", "H"], "coordinates": [[-1.153333, 1.503484, -0.040379], [-0.080473, 0.516818, -0.158369], [-0.207665, -0.701100, 0.274813], [-0.825105, -1.542347, 0.830230], [1.561439, -1.383566, -0.155300], [1.837944, -1.814690, -1.249884], [-1.898312, 1.350064, -0.827528], [-1.641837, 1.448484, 0.938273], [-0.706799, 2.491505, -0.165136], [1.108685, -0.067360, -0.222519], [2.005453, -1.801290, 0.775794]], "forces_ev_per_a": [[-0.123, 0.088, 0.006], [0.127, -0.326, 0.079], [-0.394, -0.059, 0.216], [0.419, 0.416, -0.317], [0.259, -0.543, -0.415], [-0.111, 0.225, 0.590], [0.083, 0.065, 0.123], [0.054, 0.038, -0.157], [-0.093, -0.143, 0.016], [-0.234, 0.276, -0.019], [0.014, -0.037, -0.124]]}

***

6.
{"formula": "C9H14O", "method": "wB97M-V/def2-TZVPD", "e_lumo_ev": 0.86, "e_above_lowest_ev": 1.8428, "energy_ev": -11605.7939, "smiles": "Cc1ccc(O)cc1.CC", "multiplicity": 1, "species": ["C", "C", "C", "C", "C", "O", "C", "C", "H", "H", "H", "H", "H", "H", "H", "H", "C", "C", "H", "H", "H", "H", "H", "H"], "coordinates": [[-0.057262, 1.400407, 2.979230], [0.043409, 0.187514, 2.124738], [-0.544724, -1.002407, 2.518774], [-0.858558, -1.939869, 1.521286], [-0.251206, -1.808273, 0.298418], [-0.000551, -2.880374, -0.535008], [0.561221, -0.668598, -0.066344], [0.724216, 0.297989, 0.896979], [-0.862833, 1.436820, 3.755195], [-0.242959, 2.239425, 2.298261], [0.824723, 1.717081, 3.524707], [-0.994094, -1.052361, 3.521925], [-1.461085, -2.840104, 1.889333], [-0.219720, -3.740138, -0.162298], [1.157354, -0.816335, -0.975600], [1.242171, 1.216939, 0.636428], [-0.577372, 1.104014, -2.922961], [0.963006, 1.088630, -3.100830], [-1.033197, 1.788102, -3.642377], [-1.012948, 0.096572, -3.048238], [-0.919946, 1.321382, -1.920624], [1.192764, 0.425517, -2.218510], [1.195964, 2.081169, -3.444742], [1.131628, 0.346898, -3.927743]], "forces_ev_per_a": [[-0.469, 1.453, 0.728], [0.768, -0.092, 0.660], [-1.458, 0.948, -0.872], [-0.317, -1.355, 1.965], [2.301, -0.136, -0.774], [-0.679, 0.087, -0.666], [-0.684, -2.172, 1.121], [-0.998, 0.294, -0.680], [0.415, -0.503, -0.850], [-0.189, 0.022, 0.215], [0.571, -0.334, 0.025], [0.210, -0.139, -0.569], [1.053, 1.065, -1.129], [-0.268, 0.305, 0.295], [-0.390, 0.377, 0.542], [0.099, -0.058, 0.233], [-0.519, -0.679, -0.559], [-2.543, -3.278, -0.360], [-0.252, -0.131, 0.164], [0.232, 0.297, -0.399], [0.224, 0.711, 0.336], [1.361, 2.109, -0.633], [1.382, 0.203, 0.923], [0.149, 1.006, 0.285]]}